Record 1
65
Properties=species:S:1:pos:R:3:forces:R:3:mulliken_charge:R:1 method="wB97M-V/def2-TZVPD" lumo_energy_ev="-6.38 / -7.54" total_energy_ev=-71885.973 orbital_gap_ev="6.9 / 5.8" spin_multiplicity=4 relative_energy_ev=0.000 total_charge=+2
Re -0.02528 0.15868 -1.30542 -0.095 0.238 -0.056 2.5819
O -2.45401 -0.73574 -0.46129 0.044 -0.002 -0.008 -0.2515
C -2.75121 -0.07096 0.74654 -0.022 0.069 -0.035 -0.9016
C -2.15196 1.30710 0.70027 -0.046 -0.040 0.012 0.5350
C -2.64369 2.27885 1.55970 0.000 -0.020 -0.025 -0.9124
C -2.15770 3.56693 1.49651 0.022 0.023 -0.031 -0.6115
C -1.19023 3.87065 0.54241 -0.028 -0.007 0.033 -1.0407
C -0.72494 2.86453 -0.26343 0.005 -0.012 0.004 -0.0041
N -1.16879 1.58443 -0.17866 0.074 0.029 0.074 0.2580
H -2.44097 -1.68780 -0.31350 -0.048 -0.004 -0.012 0.3209
H -2.37179 -0.61078 1.61976 0.050 -0.006 -0.015 0.3982
H -3.83252 0.04785 0.86332 0.007 -0.021 0.032 0.5110
H -3.43339 2.01241 2.24827 0.001 0.010 -0.002 0.6800
H -2.54336 4.33225 2.15689 0.003 -0.002 0.001 0.4711
H -0.80214 4.87207 0.42506 0.000 0.000 0.001 0.5247
H 0.02508 3.06300 -1.01579 -0.001 -0.005 -0.007 0.5045
C 2.72720 -2.48375 -3.33860 -0.014 -0.001 -0.006 -1.9585
C 1.91877 -1.97586 -2.19527 -0.016 0.019 0.100 1.3483
O 1.20315 -0.95611 -2.44899 0.055 -0.115 -0.078 -0.5133
C 1.94689 -2.59395 -0.90207 -0.027 0.011 -0.036 0.7528
C 2.86005 -3.64826 -0.66042 0.000 -0.001 -0.002 -0.8891
C 2.90539 -4.29078 0.54777 -0.009 0.005 0.008 -0.9945
C 2.01626 -3.90775 1.55833 0.005 -0.004 -0.007 -0.5496
C 1.10235 -2.89508 1.35659 0.011 0.005 -0.011 -0.9149
C 1.05375 -2.22389 0.13576 0.054 0.012 -0.035 0.5998
O 0.12166 -1.27305 0.00304 -0.027 -0.131 0.098 -0.5833
H 2.52420 -1.88554 -4.22144 0.005 -0.002 -0.003 0.3407
H 2.48648 -3.52863 -3.53876 0.005 -0.001 0.004 0.4905
H 3.79158 -2.43289 -3.10244 0.003 0.005 -0.002 0.4557
H 3.53998 -3.94907 -1.44454 0.001 -0.003 0.002 0.4662
H 3.61326 -5.08900 0.71718 -0.001 0.000 0.000 0.4413
H 2.03967 -4.41707 2.51299 0.000 0.000 -0.001 0.4671
H 0.40271 -2.60855 2.13043 0.001 -0.005 0.003 0.5206
Cl 4.83120 2.94305 -1.70009 0.004 0.003 0.000 -0.1483
C 3.74020 2.15715 -0.64321 0.003 -0.006 0.009 -0.2577
C 3.97719 2.08893 0.72408 0.002 0.001 -0.007 -0.1188
C 3.05640 1.43678 1.52819 -0.007 -0.006 0.004 -1.0463
C 1.93484 0.87182 0.95723 0.000 0.019 -0.012 -0.0347
N 1.71324 0.94466 -0.36648 -0.004 0.038 -0.006 -0.0018
C 2.59674 1.57709 -1.15844 0.004 -0.016 -0.006 -0.3264
H 4.86724 2.53991 1.14245 0.000 0.001 -0.001 0.4928
H 3.20695 1.36392 2.59575 -0.001 -0.001 -0.001 0.4672
H 1.19232 0.34844 1.54235 -0.001 0.000 0.007 0.5165
H 2.37805 1.61791 -2.21846 -0.002 0.007 0.001 0.5578
C -4.98308 -0.74537 -3.45410 0.002 -0.002 0.003 -1.5643
C -4.72321 0.56914 -2.78257 -0.042 0.009 0.030 1.1812
C -5.34423 0.92097 -1.59226 0.014 -0.028 -0.064 -0.6599
C -5.07058 2.13644 -0.98243 -0.041 0.026 0.053 -0.1905
Cl -5.85573 2.51630 0.52206 -0.004 0.020 -0.008 -0.1515
C -4.19738 3.04426 -1.55041 0.008 -0.043 -0.011 -0.6935
C -3.56880 2.70726 -2.74345 0.005 -0.027 -0.022 -0.3689
C -3.82592 1.48110 -3.33593 0.037 0.012 -0.074 0.1981
O -3.20897 1.08987 -4.51708 -0.002 -0.022 0.097 -0.5085
C -1.85238 1.41684 -4.61188 -0.012 0.055 -0.063 -0.7484
C -1.10860 0.90573 -3.41002 0.031 0.016 0.042 0.8917
O -0.13308 1.54783 -2.87788 0.013 -0.095 0.068 -0.7797
O -1.43048 -0.17006 -2.81866 0.009 -0.012 -0.058 -0.6820
H -5.69297 -1.33867 -2.88155 0.002 0.000 0.002 0.4370
H -4.05335 -1.30637 -3.56056 -0.004 -0.010 -0.003 0.2376
H -5.38530 -0.60057 -4.45687 0.003 0.006 0.002 0.3711
H -6.05426 0.24263 -1.13621 0.003 -0.005 0.002 0.4610
H -4.03194 4.00934 -1.09270 -0.006 0.012 0.011 0.6461
H -2.91137 3.42441 -3.21742 0.003 0.016 0.007 0.4703
H -1.65696 2.48709 -4.70754 -0.001 0.002 -0.003 0.3765
H -1.45178 0.92466 -5.50138 -0.025 -0.014 0.001 0.4326

***

Record 2
13
Properties=species:S:1:pos:R:3:forces:R:3:mulliken_charge:R:1 method="wB97M-V/def2-TZVPD" lumo_energy_ev="-4.77 / -4.77" total_energy_ev=-17757.408 orbital_gap_ev="6.2 / 6.5" spin_multiplicity=2 relative_energy_ev=0.000 total_charge=+1
C -1.21724 -0.53125 -0.81966 0.067 -0.766 1.833 -0.2548
C -0.46048 -0.76928 0.45155 -0.227 1.914 0.229 -0.1862
C 0.82663 -0.40551 0.74710 0.645 -0.125 -0.268 -0.3488
C 1.50804 0.66137 0.09719 -0.929 -1.357 -0.681 0.0813
O 2.70269 0.93719 0.33107 0.940 0.760 0.104 -0.5813
O -2.49373 -0.15619 -0.61880 -1.292 0.313 -0.024 -0.6883
Ag -4.60408 0.44987 0.46980 1.605 -0.504 -0.744 0.7737
Mg 4.16362 2.18467 -0.15342 -0.303 -0.322 0.158 0.6825
H -0.65769 0.09482 -1.54160 -0.012 -0.361 -0.040 0.3440
H -1.08934 -1.10252 1.28483 0.222 -0.873 -0.536 0.3459
H 1.38738 -0.95343 1.50752 -0.235 0.495 0.175 0.3217
H 0.96883 1.24738 -0.66550 -0.032 -0.045 0.349 0.3154
H -1.03462 -1.65711 -1.09010 -0.448 0.871 -0.555 0.1949

***

Record 3
5
Properties=species:S:1:pos:R:3:forces:R:3:mulliken_charge:R:1 method="wB97M-V/def2-TZVPD" lumo_energy_ev=-1.31 total_energy_ev=-22129.876 orbital_gap_ev=7.1 relative_energy_ev=0.267
O -2.83538 -1.30050 -0.69974 -0.298 1.304 0.722 -0.4840
P -2.56452 -0.29584 0.37886 0.520 -2.184 -0.718 0.3348
P -1.50043 1.58405 -0.24192 0.022 1.528 -1.048 0.1138
N -0.65926 0.28152 -0.09233 -0.444 -0.768 1.286 -0.2297
H 0.31822 0.05794 0.00634 0.200 0.120 -0.242 0.2650

***

Record 4
25
Properties=species:S:1:pos:R:3:forces:R:3:mulliken_charge:R:1 method="wB97M-V/def2-TZVPD" lumo_energy_ev=0.36 total_energy_ev=-15588.422 orbital_gap_ev=8.6 relative_energy_ev=4.688
C -1.49323 1.31801 -0.98873 1.310 -0.169 2.201 -1.4090
C -1.03572 -0.16685 -1.08614 -2.882 2.433 0.380 0.9221
O -1.80958 -0.85147 -1.71449 -0.020 -0.584 -0.380 -0.6067
N 0.09818 -0.54560 -0.46225 2.282 0.550 1.339 0.1886
C 0.80917 -1.70799 -0.85060 -1.164 -1.076 -0.234 0.7224
C -0.14374 -2.77889 -1.35407 0.726 -0.807 -0.190 -1.3642
C 2.14409 -1.77455 -0.75438 -0.114 -0.159 0.124 -0.7688
C 2.80037 -0.56834 -0.27990 -2.542 -0.950 0.000 -0.1166
N 2.18940 0.40793 0.24825 -0.751 1.630 1.199 -0.6169
C 0.82352 0.37805 0.50485 -0.668 -2.245 -1.489 -0.2489
C 0.20705 0.90659 1.54517 0.087 0.667 -0.773 0.1599
C -0.97698 1.32628 2.31128 -0.546 0.704 -2.142 -0.3808
C 0.30258 1.97923 2.53666 2.683 -3.540 3.049 -0.5034
H -0.65552 2.01469 -0.79768 -0.727 -0.190 0.562 0.3366
H -2.46859 1.52573 -0.47297 1.323 -0.522 0.341 0.2242
H -1.77228 1.52419 -1.93900 -0.747 0.483 -3.337 0.4970
H -0.76834 -3.09457 -0.51703 -0.894 0.892 -0.306 0.3175
H 0.14944 -3.78172 -1.66478 1.646 0.229 -0.018 0.4056
H -0.60599 -2.37057 -2.25242 -0.658 -0.292 0.651 0.3391
H 2.61872 -2.72297 -1.03752 0.074 0.749 0.189 0.3612
H 3.79774 -0.40150 -0.26567 3.307 -0.136 -0.587 0.5726
H -1.74345 1.93735 1.83406 -0.111 -0.566 0.153 0.2151
H -1.18520 0.67018 3.06696 -1.402 -1.510 1.692 0.2741
H 0.86065 1.61689 3.48648 -0.899 1.211 -1.525 0.1770
H 0.48268 2.90075 2.18014 0.687 3.195 -0.899 0.3021